Record 1
Computed, not measured: a cluster of 7 separate species, C15H46N8O9 in total at a distorted geometry, with wB97M-V/def2-TZVPD.

Geometry as XYZ:
```
78
Properties=species:S:1:pos:R:3:forces:R:3
C 2.1985 0.7389 -3.9236 -0.10 -0.11 -0.93
O 2.1213 0.9674 -2.5439 0.35 -0.62 0.10
C 0.8162 1.0943 -2.0298 -0.10 0.63 0.12
C 0.9908 1.4457 -0.5631 -0.50 0.29 -0.41
N 1.4403 0.2820 0.1816 -0.63 -0.50 -0.45
C 1.3519 0.4264 1.6222 1.39 1.23 0.02
C 1.9467 -0.7722 2.3121 -0.63 -0.70 -0.54
O 3.3143 -0.8960 1.9836 0.30 -0.20 0.36
C 4.1811 -0.1742 2.8329 -0.01 0.72 -0.60
H 2.0991 1.6821 -4.4740 -0.19 -0.03 -0.01
H 1.4601 0.0190 -4.2983 -0.26 0.16 0.23
H 3.1464 0.2918 -4.2261 0.21 0.15 0.54
H 0.2024 0.1922 -2.1400 0.28 -0.26 -0.04
H 0.2652 1.8853 -2.5612 0.15 0.16 0.12
H 0.0300 1.8110 -0.1797 0.68 -0.63 -0.10
H 1.6562 2.3159 -0.4749 0.01 -0.23 -0.09
H 2.3786 0.0386 -0.1125 0.10 0.05 0.23
H 0.3395 0.6839 1.9344 -0.16 -0.37 -0.09
H 1.9816 1.2977 1.8856 -0.53 -0.74 0.20
H 1.4727 -1.6697 1.8995 0.00 -0.02 0.11
H 1.7639 -0.7768 3.3906 0.19 0.19 0.10
H 4.1063 0.9104 2.6513 -0.19 -0.07 0.17
H 5.2016 -0.4185 2.5449 -0.01 -0.33 0.26
H 3.9751 -0.3637 3.8882 0.14 -0.17 0.03
C -2.9939 -0.0502 -1.3391 -0.63 -0.98 -0.32
O -2.8333 1.1636 -0.6490 0.15 0.05 0.37
C -3.1614 2.2904 -1.4222 -0.34 0.51 -0.52
C -2.8036 3.5698 -0.6865 0.51 -0.03 0.04
N -1.5195 3.4177 -0.0143 -0.66 0.05 -0.28
C -1.3135 4.2701 1.1282 0.22 1.11 -0.33
C -0.2813 3.7039 2.0695 0.45 0.49 -0.06
O 0.9596 3.6463 1.3827 -0.05 -0.44 0.18
C 2.0562 3.3999 2.2299 0.55 0.87 0.35
H -2.4774 -0.0852 -2.3039 0.05 0.31 0.05
H -4.0586 -0.2611 -1.4989 0.04 0.12 -0.15
H -2.6139 -0.8834 -0.7503 0.14 0.30 0.21
H -4.2329 2.3649 -1.6655 0.05 -0.43 0.12
H -2.6420 2.2265 -2.3872 0.18 0.03 0.13
H -3.5958 3.8737 0.0131 -0.03 -0.22 0.07
H -2.7529 4.3551 -1.4498 0.00 0.07 0.11
H -1.3369 2.4374 0.1503 -0.44 0.28 0.39
H -2.2263 4.5853 1.6646 -0.14 -0.74 0.13
H -0.9689 5.2450 0.7506 0.33 -0.12 0.14
H -0.6020 2.7038 2.3999 0.19 -0.02 0.08
H -0.1185 4.3441 2.9445 -0.48 -0.01 0.09
H 1.8161 2.7839 3.1042 -0.13 0.08 -0.10
H 2.4915 4.3434 2.5946 -0.24 -0.02 0.02
H 2.8529 2.9024 1.6733 -0.14 0.08 -0.13
N -3.1522 -3.8541 -0.7690 0.09 0.16 0.57
C -4.1212 -4.3977 0.0548 -0.92 0.45 -0.65
N -4.1464 -3.8514 1.3238 0.17 -0.55 -0.72
O -4.9845 -5.1752 -0.3447 0.91 0.18 0.45
H -2.4262 -3.3067 -0.3381 0.07 -0.10 0.02
H -2.8878 -4.2939 -1.6317 -0.26 -0.28 0.00
H -4.8668 -4.1997 1.9243 -0.05 0.15 0.12
H -3.5289 -3.1002 1.5764 0.06 -0.05 0.18
N 4.7629 -3.5381 -3.2046 -1.10 0.09 -0.07
C 3.4861 -3.1310 -3.5791 0.20 1.34 -0.11
N 2.8625 -2.3267 -2.6353 1.00 -0.81 -0.28
O 3.0243 -3.3262 -4.6860 0.04 -0.49 0.30
H 5.3014 -4.0448 -3.8777 0.12 -0.01 0.00
H 5.1418 -3.2555 -2.3246 0.27 -0.16 0.05
H 3.3713 -2.1115 -1.8002 -0.34 0.16 0.23
H 1.9155 -2.0254 -2.7549 -0.13 -0.16 -0.08
N -1.7505 -1.2034 3.8043 -0.28 0.80 -0.57
C -1.9958 -0.9466 2.4862 0.13 -0.47 -1.10
N -2.3575 0.3271 2.1704 0.17 -0.03 0.82
O -1.8892 -1.8191 1.6051 -0.16 0.36 0.87
H -1.8850 -0.4468 4.4476 0.10 -0.26 0.38
H -1.4316 -2.1010 4.1083 0.00 -0.14 -0.07
H -2.3693 1.0296 2.8883 -0.10 0.06 -0.04
H -2.5473 0.6305 1.2252 -0.03 -0.25 -0.24
O 0.1214 -3.9931 -2.4944 -0.23 -0.03 -0.01
H 0.8345 -4.5269 -2.1327 0.00 0.02 -0.04
H -0.0830 -3.3488 -1.7973 0.18 0.09 0.06
O -0.1472 -1.9350 -0.5625 0.09 0.04 -0.17
H -0.7888 -1.9164 0.1615 0.07 0.05 0.15
H 0.4544 -1.1704 -0.3817 -0.13 -0.15 0.09
```
Positions in Å, forces in eV/Å.

Summary:
SMILES: COCCNCCOC.COCCNCCOC.NC(N)=O.NC(N)=O.NC(N)=O.O.O
HOMO level in eV: -9.17
Energy relative to the best compared isomer or geometry (same formula, charge and spin) in kJ/mol: 17.2
LUMO level in eV: -0.10


Record 2
Computed, not measured: a cluster of 14 separate species, C46H128N20O18 in total at a distorted geometry, with wB97M-V/def2-TZVPD.

Geometry as XYZ:
```
212
Properties=species:S:1:pos:R:3:forces:R:3
C 7.1496 -3.9349 -3.9067 0.37 -0.41 1.33
C 6.0011 -3.5343 -4.7552 -0.51 -0.10 -0.71
C 5.5628 -2.2156 -4.2581 -1.84 0.56 1.40
O 4.5208 -1.7408 -5.0728 -1.23 1.24 -0.16
C 3.2545 -2.3003 -4.6987 1.51 -1.50 -1.66
N 6.3651 -3.3228 -6.1964 -0.09 -1.79 0.23
H 6.7680 -4.3007 -2.9067 0.60 0.71 -0.92
H 7.9450 -3.1589 -3.8025 -0.77 -0.46 0.02
H 7.5730 -4.7672 -4.3950 1.01 -1.25 -0.34
H 5.1941 -4.3179 -4.6853 0.56 0.70 0.19
H 6.3912 -1.5299 -4.2182 0.37 0.41 -0.73
H 5.1724 -2.1636 -3.2092 0.50 -0.78 -0.43
H 2.4599 -1.7426 -5.1360 -0.48 0.63 -0.47
H 3.1325 -2.3185 -3.6408 -0.09 -0.17 1.01
H 3.2310 -3.3425 -5.1505 -0.39 0.89 0.83
H 6.6228 -4.2717 -6.5458 0.07 0.97 0.21
H 5.4909 -3.1423 -6.6995 0.33 0.32 0.25
C -0.5911 -1.4431 -2.9451 -0.94 -0.03 0.58
C -1.9294 -1.1342 -2.1579 -0.43 -0.14 -0.74
C -2.5910 0.1294 -2.6805 1.32 0.97 -0.64
O -2.7386 -0.1202 -4.0700 -1.35 1.20 -1.09
C -3.7683 0.6726 -4.7425 0.35 -0.81 0.37
N -2.8902 -2.2168 -2.4050 0.23 -0.81 -0.96
H -0.2174 -2.4387 -2.6161 0.02 0.81 -0.06
H 0.1244 -0.6135 -2.7706 -0.24 -0.73 0.00
H -0.8126 -1.5213 -4.0308 0.08 0.12 0.68
H -1.8138 -1.0406 -1.0933 0.53 0.05 0.51
H -2.0084 1.0582 -2.4737 0.20 -0.43 -0.39
H -3.5377 0.3637 -2.2503 -1.04 -0.40 0.66
H -3.5540 1.7369 -4.5983 0.18 -0.01 -0.41
H -4.8005 0.5421 -4.3122 0.91 -0.36 -0.26
H -3.7489 0.3453 -5.8204 -0.04 0.57 1.18
H -3.7941 -2.1197 -1.9483 0.32 0.41 0.28
H -3.0922 -2.1199 -3.4071 -0.07 -0.41 0.42
C 3.6229 1.9119 4.9834 -0.18 -0.54 0.55
C 4.3572 0.9540 4.0269 -2.91 2.37 -1.65
C 5.1133 -0.0784 4.6658 -0.77 -1.73 3.01
O 5.8796 0.4711 5.7176 1.49 -1.41 0.47
C 6.6870 -0.5601 6.3478 0.27 0.30 -0.49
N 3.3118 0.3043 3.1540 1.79 -0.87 1.08
H 3.0063 2.5741 4.3928 0.23 0.50 -0.36
H 4.3135 2.5049 5.6114 -0.54 -0.41 -0.14
H 2.8412 1.3597 5.5681 0.95 0.20 0.08
H 4.9570 1.6105 3.3985 0.24 -0.24 -0.26
H 5.7227 -0.6501 4.0063 0.53 -0.57 -0.74
H 4.3155 -0.7582 5.1338 1.07 0.24 -0.52
H 7.2469 -0.1295 7.1541 0.06 0.71 0.46
H 7.4995 -1.0255 5.7207 -1.10 0.44 -0.12
H 6.0879 -1.3478 6.8087 -0.30 -0.07 -0.34
H 2.5113 0.0173 3.7244 0.17 0.50 -0.69
H 3.1491 0.8920 2.3722 -0.84 0.62 -0.52
C 0.4394 4.0555 5.6326 -1.62 -2.03 0.15
C -0.3286 3.0499 4.6524 -0.77 0.98 0.86
C -1.8134 3.4562 4.4785 0.06 -0.93 -0.01
O -2.4957 3.2955 5.7009 0.21 0.26 1.13
C -3.8607 3.5964 5.6102 -0.34 0.62 -2.08
N 0.2694 3.1820 3.3625 -1.23 0.49 -1.90
H -0.1345 4.1759 6.5842 0.52 -0.11 -0.73
H 0.4400 4.9723 5.0777 0.31 0.65 -0.06
H 1.4536 3.6983 5.8489 -0.24 0.24 -0.14
H -0.3930 1.9934 4.9188 0.45 -0.03 0.85
H -2.3336 2.8151 3.7218 0.59 0.16 0.24
H -1.8721 4.4564 4.0874 -0.03 0.89 -0.01
H -4.1646 3.1051 4.6514 -0.58 0.58 0.56
H -4.1027 4.6932 5.5795 0.56 -0.63 -0.33
H -4.5009 3.2389 6.3932 0.38 -0.75 0.76
H -0.2613 2.6895 2.6218 0.31 0.24 0.48
H 1.2006 2.8797 3.3338 1.53 -0.72 0.09
C -6.5463 -3.7611 -0.0861 0.69 -0.48 0.22
O -7.2362 -2.5979 0.2125 -0.28 0.14 0.72
C -7.8283 -2.0116 -0.8930 -0.04 0.17 -0.93
C -8.6566 -0.8654 -0.4398 1.05 0.40 -1.18
N -7.7304 0.1536 0.0547 -1.32 1.19 -0.58
C -8.4374 1.4462 0.2376 -0.08 -1.41 0.16
C -7.6094 2.3640 1.0348 -0.07 0.26 1.87
O -7.3093 1.6065 2.2640 -0.63 1.47 -1.07
C -7.0326 2.4906 3.3085 0.85 0.46 1.15
H -7.1933 -4.4396 -0.6645 0.37 -0.10 0.14
H -6.2065 -4.1963 0.8574 -0.37 -0.20 -0.07
H -5.6067 -3.5465 -0.6034 -0.07 -0.04 -0.49
H -8.4045 -2.7169 -1.5181 0.06 -0.13 0.37
H -7.0969 -1.5215 -1.5364 0.54 -0.37 -0.30
H -9.4238 -1.2213 0.2029 -0.82 0.02 1.11
H -9.1272 -0.5120 -1.3664 -0.09 0.35 0.27
H -7.2955 -0.1015 0.9243 -0.14 -0.29 0.30
H -9.4210 1.2954 0.6780 -0.16 -0.06 0.66
H -8.6828 1.8974 -0.6858 0.12 0.38 -1.49
H -8.1326 3.3014 1.3395 0.08 -0.66 -0.37
H -6.7029 2.6743 0.5030 0.21 -0.29 0.22
H -6.5658 1.8740 4.0728 0.29 0.16 0.17
H -7.8329 3.0587 3.8538 -0.27 -0.76 -1.01
H -6.3407 3.2777 2.9758 0.21 -0.20 0.12
C -5.5317 -9.5678 -0.0337 0.16 0.76 0.62
O -4.1739 -9.1401 0.0118 0.55 0.17 0.02
C -3.5236 -9.3220 1.2710 -0.48 -0.11 -0.17
C -4.1106 -8.5264 2.4477 1.10 -0.19 -0.46
N -4.0869 -7.0945 2.3587 -0.95 1.44 -0.43
C -2.8059 -6.4665 2.1483 1.56 -1.08 0.83
C -2.8775 -4.9409 2.1372 -0.78 -0.30 0.07
O -3.2880 -4.3835 0.9109 -0.51 -0.64 -0.28
C -2.3298 -4.6383 -0.0859 0.25 0.55 -0.53
H -5.8148 -9.6817 -1.0807 0.11 0.13 0.08
H -6.1882 -8.7899 0.4455 0.35 -0.82 -0.34
H -5.6495 -10.5400 0.4597 -0.10 0.11 0.09
H -2.4302 -9.1484 1.2291 -0.64 0.45 -0.75
H -3.5537 -10.3764 1.5142 -0.32 -0.58 0.33
H -3.3877 -8.7756 3.2215 -0.06 -0.12 0.62
H -5.0669 -8.9131 2.7719 -0.37 0.14 -0.09
H -4.7965 -6.6079 1.7895 0.41 -0.98 0.28
H -2.2052 -6.9517 1.3307 -0.67 0.86 0.05
H -2.1312 -6.7363 3.0001 -0.60 0.23 -0.06
H -1.9184 -4.5051 2.3976 0.37 0.01 0.27
H -3.6501 -4.6262 2.8615 0.48 -0.17 -0.08
H -2.0708 -5.7194 -0.2047 -0.04 0.92 0.18
H -1.4795 -3.9737 0.1568 0.37 -0.61 -0.15
H -2.7059 -4.2433 -1.0265 -0.14 -0.15 -0.07
C -4.0863 -0.9400 1.6316 0.42 0.49 -1.06
O -3.4183 0.0662 0.8595 0.44 -0.63 -0.31
C -3.7068 1.3435 1.3661 -0.16 -0.17 2.22
C -2.9231 2.4323 0.6176 0.74 -0.45 0.27
N -1.4852 2.0648 0.8074 -0.27 1.29 -1.72
C -0.6384 2.7315 -0.2405 -0.50 0.16 1.49
C 0.6678 2.0364 -0.4110 1.19 -0.56 -0.90
O 0.5453 0.6135 -0.6682 -0.49 1.68 1.06
C 0.9920 -0.2217 0.3649 1.66 -2.13 -2.46
H -5.1256 -0.8061 1.4494 -1.19 0.01 0.30
H -3.8476 -0.8859 2.6823 0.13 0.24 0.50
H -3.8324 -1.9172 1.2624 0.43 -0.35 -0.30
H -3.4599 1.1989 2.5370 -0.29 1.29 -2.24
H -4.7831 1.5175 1.3066 -0.18 0.14 0.02
H -3.0935 3.4483 1.0135 -0.06 -0.48 0.32
H -3.2312 2.5475 -0.4721 0.31 -0.69 0.97
H -1.4418 1.0714 0.6280 0.06 -0.29 -0.11
H -0.4138 3.7660 0.0926 -0.23 -0.41 -0.22
H -1.1011 2.7973 -1.2281 -0.52 -0.11 0.00
H 1.4076 2.3107 0.3610 -0.27 -0.63 0.16
H 1.1065 2.3990 -1.3409 0.04 0.22 -0.06
H 0.5709 -0.2535 1.3151 -1.37 1.10 1.82
H 2.1011 -0.1471 0.4897 -0.68 -0.12 -0.14
H 0.7187 -1.2181 -0.0474 0.76 0.26 0.36
C 6.3998 0.5153 -2.2128 -1.58 -1.14 -1.67
O 5.4774 1.2729 -1.5279 -0.98 1.54 1.85
C 4.1378 0.7945 -1.5264 -0.12 -1.18 0.00
C 3.5404 1.0494 -2.9138 -1.06 -0.15 1.62
N 3.6598 2.4557 -3.2326 -0.32 0.07 -0.20
C 3.6932 2.7595 -4.6500 0.22 -0.47 -0.31
C 2.6281 1.9936 -5.3620 -1.79 0.41 0.54
O 1.4451 2.5374 -4.7581 -0.11 -0.11 -0.24
C 0.3130 1.7172 -4.8628 1.06 -0.91 0.38
H 7.3218 1.0779 -2.2351 0.35 -0.29 -0.10
H 5.9424 0.3421 -3.2377 1.26 0.19 0.61
H 6.3992 -0.4595 -1.7327 0.95 -0.36 -0.03
H 3.6152 1.2995 -0.6962 0.22 0.21 -0.54
H 4.0530 -0.3189 -1.2705 0.45 1.22 -0.47
H 2.4991 0.6723 -2.9026 0.03 0.66 0.20
H 3.9701 0.3928 -3.6221 1.07 -0.67 -0.97
H 4.5523 2.7856 -2.9356 0.62 0.02 1.02
H 4.6321 2.4850 -5.1203 0.60 -0.02 -0.05
H 3.5637 3.8502 -4.7432 -0.13 -0.40 -0.35
H 2.6012 0.8718 -5.2653 0.51 1.03 0.09
H 2.5714 2.2483 -6.3999 0.33 -0.03 -0.94
H -0.0498 1.6187 -5.8819 -0.38 0.26 -0.18
H -0.3764 2.1225 -4.1510 -0.89 0.11 0.05
H 0.5906 0.7010 -4.5215 -0.30 0.20 -0.08
C 5.4666 -2.1372 0.2951 0.02 -0.08 -0.33
O 5.6747 -2.7373 -0.8020 -0.78 0.79 2.10
N 4.2331 -1.9299 0.8509 1.77 0.46 -0.57
N 6.5964 -1.6051 0.9669 0.30 -1.11 -0.27
H 4.0958 -1.2932 1.6560 0.07 -0.53 -0.65
H 3.4714 -2.2346 0.2252 0.08 0.15 0.76
H 6.5723 -1.3813 1.9428 -1.09 0.50 0.44
H 7.3215 -2.3138 0.9570 0.24 0.16 -0.84
C -3.1475 5.7636 -2.9279 1.05 -1.32 -0.68
O -4.1326 6.3101 -3.3786 -0.37 -0.02 -0.18
N -2.5783 4.6540 -3.5859 -2.44 0.86 -0.98
N -2.5215 6.2194 -1.8176 1.13 -1.63 -1.49
H -1.7552 4.1335 -3.3396 -0.04 0.07 0.12
H -3.2539 4.3793 -4.3450 1.67 0.02 1.15
H -3.0734 6.8659 -1.3943 -1.39 2.23 1.81
H -1.8727 5.6820 -1.2893 0.53 -0.21 0.24
C 2.5623 6.2515 2.8096 0.40 0.89 0.99
O 3.0462 5.7586 3.8626 -0.19 1.50 -1.49
N 2.8071 7.5630 2.2735 0.04 -2.74 0.62
N 1.7147 5.5642 2.0672 -0.82 -0.96 -0.15
H 2.0233 7.9133 1.7568 -0.04 0.38 -0.02
H 3.2075 8.1551 2.9467 0.44 0.99 0.71
H 1.2769 4.7414 2.5354 0.05 0.69 -0.78
H 1.3352 6.0121 1.2424 -0.31 -0.57 -0.05
C 2.4713 -4.4199 -0.5117 1.00 -0.91 -0.62
O 2.3340 -3.2359 -0.2915 -0.30 0.17 -0.01
N 3.7022 -5.0651 -0.7807 -1.98 1.99 0.70
N 1.3790 -5.2854 -0.5227 0.50 -1.68 -2.19
H 3.6300 -5.9935 -1.0982 0.25 -0.98 -0.22
H 4.5324 -4.5032 -0.9588 -0.27 0.14 0.02
H 0.4461 -4.9197 -0.3710 0.45 0.52 -0.01
H 1.4163 -5.8088 -1.4444 -0.37 0.47 1.80
C 5.0312 3.5316 1.6015 2.05 -0.68 0.86
O 3.9624 3.1262 1.2335 -2.38 -0.53 -1.02
N 5.1454 4.2875 2.7452 0.87 1.06 0.21
N 6.1978 3.0421 1.0078 0.65 0.35 -0.13
H 4.2805 4.7211 3.1829 1.16 -0.68 -0.72
H 6.0395 4.7753 2.9598 -1.22 -0.70 -0.36
H 6.2195 2.4464 0.1459 -0.75 0.89 1.25
H 7.1033 3.3318 1.3694 -0.52 -0.10 -0.20
C 1.1799 5.2002 -1.7094 0.24 0.80 -0.95
O 0.5382 5.8771 -0.8906 0.80 -0.97 -0.96
N 2.4887 4.6606 -1.4147 -3.12 0.36 -1.79
N 0.6762 5.0047 -3.0569 0.71 0.18 1.91
H 2.5575 4.5345 -0.4336 0.32 -0.05 1.22
H 2.5799 3.7564 -1.8857 0.68 0.19 -0.26
H 0.0311 5.6916 -3.4653 0.51 -0.37 0.81
H 1.2466 4.5112 -3.7337 0.06 -0.07 0.22
```
Positions in Å, forces in eV/Å.

Summary:
HOMO level in eV: -8.57
LUMO level in eV: 0.42